{
  "formula": "C20H24F5NO2P2TeY",
  "method": "ωB97M-V with the def2-TZVPD basis set",
  "lumo_ev": [-4.2138, -4.8554],
  "homo_lumo_gap_ev": [4.62, 2.70],
  "homo_energy_ha": [-0.3248, -0.2777],
  "charge": 1,
  "relative_energy_ev": 6.3339,
  "mol_weight_g_mol": 683.9,
  "species": ["C", "C", "C", "C", "C", "C", "C", "C", "C", "C", "C", "C", "C", "H", "H", "H", "H", "H", "H", "H", "N", "Y", "C", "H", "H", "C", "H", "H", "P", "P", "C", "H", "H", "H", "C", "H", "H", "H", "C", "H", "H", "H", "C", "H", "H", "H", "C", "O", "H", "F", "Te", "F", "F", "F", "F", "O"],
  "xyz": [[-0.23, 2.77, -2.96], [-0.35, 2.42, -1.64], [-1.00, 1.18, -1.29], [-1.74, 0.43, -2.25], [-1.27, 0.60, -3.54], [-0.66, 1.81, -3.96], [-2.88, -0.36, -1.70], [-2.54, -0.96, -0.42], [-1.76, -0.18, 0.49], [-1.84, -0.33, 1.91], [-2.56, -1.42, 2.45], [-3.02, -2.39, 1.53], [-2.87, -2.24, 0.13], [0.20, 3.71, -3.26], [-1.50, -0.12, -4.37], [-0.53, 2.10, -5.00], [-2.86, -1.22, -2.36], [-2.69, -1.51, 3.50], [-3.55, -3.27, 1.96], [-3.19, -3.07, -0.49], [-0.98, 0.82, 0.03], [1.40, -3.17, -1.91], [0.22, 3.26, -0.49], [-0.61, 3.63, 0.19], [0.77, 4.15, -0.87], [-1.11, 0.70, 2.78], [-1.56, 1.72, 2.65], [-1.16, 0.43, 3.86], [1.35, 2.32, 0.59], [0.64, 0.88, 2.31], [1.22, -0.78, 1.92], [2.31, -0.86, 2.08], [0.68, -1.50, 2.56], [1.01, -1.02, 0.88], [1.53, 1.35, 3.80], [1.13, 0.75, 4.63], [2.61, 1.14, 3.70], [1.38, 2.41, 4.01], [2.37, 1.36, -0.54], [2.50, 1.95, -1.47], [3.36, 1.13, -0.11], [1.88, 0.42, -0.80], [2.45, 3.52, 1.36], [3.38, 3.04, 1.68], [2.67, 4.29, 0.61], [1.96, 3.99, 2.23], [4.38, -0.08, 1.69], [5.43, -0.43, 1.49], [-0.14, -3.01, -2.59], [2.12, -3.12, -3.82], [-1.39, -5.73, -2.25], [1.14, -1.35, -0.99], [-3.11, -5.97, -3.09], [-2.32, -5.17, -0.70], [0.47, -4.96, -1.05], [-1.15, -4.07, -3.10]]
}

***

{
  "formula": "C44H120N8O12",
  "method": "ωB97M-V with the def2-TZVPD basis set",
  "lumo_ev": 0.6585,
  "homo_lumo_gap_ev": 9.50,
  "homo_energy_ha": -0.3248,
  "relative_energy_ev": 4.6249,
  "mol_weight_g_mol": 953.5,
  "smiles": "COC[C@H](C)N.COC[C@H](C)N.COC[C@H](C)N.COC[C@H](C)N.COC[C@H](C)N.COC[C@H](C)N.COC[C@H](C)N.COC[C@H](C)N.CC(C)O.CC(C)O.CC(C)O.CC(C)O",
  "species": ["C", "C", "C", "O", "C", "N", "H", "H", "H", "H", "H", "H", "H", "H", "H", "H", "H", "C", "C", "C", "O", "C", "N", "H", "H", "H", "H", "H", "H", "H", "H", "H", "H", "H", "C", "C", "C", "O", "C", "N", "H", "H", "H", "H", "H", "H", "H", "H", "H", "H", "H", "C", "C", "C", "O", "C", "N", "H", "H", "H", "H", "H", "H", "H", "H", "H", "H", "H", "C", "C", "C", "O", "C", "N", "H", "H", "H", "H", "H", "H", "H", "H", "H", "H", "H", "C", "C", "C", "O", "C", "N", "H", "H", "H", "H", "H", "H", "H", "H", "H", "H", "H", "C", "C", "C", "O", "C", "N", "H", "H", "H", "H", "H", "H", "H", "H", "H", "H", "H", "C", "C", "C", "O", "C", "N", "H", "H", "H", "H", "H", "H", "H", "H", "H", "H", "H", "C", "C", "C", "O", "H", "H", "H", "H", "H", "H", "H", "H", "C", "C", "C", "O", "H", "H", "H", "H", "H", "H", "H", "H", "C", "C", "C", "O", "H", "H", "H", "H", "H", "H", "H", "H", "C", "C", "C", "O", "H", "H", "H", "H", "H", "H", "H", "H"],
  "xyz": [[17.28, 13.33, 14.35], [15.84, 13.12, 13.69], [15.54, 11.60, 13.57], [16.16, 10.96, 12.41], [15.18, 10.56, 11.44], [14.86, 13.68, 14.61], [18.16, 13.08, 13.64], [17.34, 12.78, 15.29], [17.38, 14.40, 14.63], [15.86, 13.53, 12.67], [14.44, 11.44, 13.61], [15.93, 11.15, 14.52], [14.51, 9.80, 11.81], [15.70, 10.04, 10.65], [14.53, 11.34, 11.05], [15.27, 14.59, 14.88], [14.05, 13.91, 14.05], [18.96, 16.83, 12.75], [20.06, 15.79, 12.63], [19.70, 14.78, 11.55], [19.44, 15.50, 10.25], [19.15, 14.66, 9.18], [21.35, 16.39, 12.28], [18.05, 16.35, 13.04], [18.84, 17.22, 11.74], [19.20, 17.70, 13.38], [20.21, 15.25, 13.65], [18.89, 14.12, 11.79], [20.54, 14.08, 11.33], [18.05, 14.64, 9.07], [19.74, 13.69, 9.27], [19.58, 15.12, 8.30], [21.77, 17.11, 12.79], [21.32, 16.60, 11.29], [12.82, 14.28, 7.90], [13.32, 13.72, 9.26], [13.97, 14.74, 10.19], [14.82, 15.54, 9.54], [15.71, 16.36, 10.31], [12.23, 13.14, 10.01], [12.47, 13.46, 7.26], [13.64, 14.74, 7.39], [12.05, 15.05, 8.02], [14.05, 12.99, 8.92], [14.32, 14.30, 11.09], [13.03, 15.31, 10.51], [15.23, 17.26, 10.74], [16.59, 16.60, 9.65], [16.20, 15.69, 11.07], [11.31, 13.44, 9.73], [12.15, 12.16, 9.82], [5.95, 14.39, 18.90], [7.36, 14.87, 18.61], [8.38, 13.81, 18.81], [9.62, 14.28, 18.45], [10.48, 13.23, 18.08], [7.52, 15.35, 17.20], [5.61, 13.48, 18.41], [5.25, 15.21, 18.65], [5.79, 14.31, 20.00], [7.49, 15.75, 19.32], [7.97, 13.03, 18.15], [8.49, 13.47, 19.83], [11.41, 13.75, 17.78], [10.06, 12.60, 17.29], [10.59, 12.60, 18.98], [8.50, 15.63, 17.21], [7.14, 16.29, 17.19], [12.77, 20.18, 10.30], [14.07, 20.23, 11.08], [15.30, 20.63, 10.24], [16.46, 20.58, 11.05], [17.68, 20.86, 10.38], [13.78, 21.04, 12.33], [12.04, 19.71, 10.95], [12.81, 19.77, 9.32], [12.43, 21.16, 10.04], [14.31, 19.25, 11.47], [15.17, 21.63, 9.85], [15.42, 19.91, 9.43], [18.49, 20.55, 11.05], [17.72, 21.92, 10.26], [17.79, 20.32, 9.42], [14.64, 20.97, 12.83], [13.61, 22.08, 12.10], [16.95, 15.02, 19.33], [15.90, 15.96, 18.85], [14.70, 16.10, 19.72], [13.98, 14.91, 19.78], [12.64, 15.08, 20.25], [16.45, 17.41, 18.81], [17.84, 15.20, 18.70], [16.61, 14.00, 19.24], [17.19, 15.10, 20.40], [15.62, 15.62, 17.85], [14.04, 16.84, 19.34], [14.85, 16.42, 20.71], [12.15, 14.14, 20.12], [12.15, 15.85, 19.68], [12.44, 15.38, 21.25], [17.31, 17.37, 18.27], [16.63, 17.74, 19.76], [9.54, 13.93, 13.64], [10.92, 13.60, 14.23], [11.03, 12.04, 14.26], [9.90, 11.46, 14.81], [9.90, 10.03, 14.55], [11.93, 13.98, 13.26], [9.54, 15.03, 13.43], [8.62, 13.76, 14.21], [9.40, 13.33, 12.76], [11.09, 14.09, 15.18], [11.96, 11.84, 14.82], [11.16, 11.68, 13.24], [8.92, 9.62, 14.74], [10.67, 9.47, 15.18], [10.21, 9.84, 13.52], [11.87, 15.04, 13.11], [11.71, 13.61, 12.30], [11.64, 17.62, 17.35], [12.41, 16.86, 16.16], [13.57, 17.67, 15.68], [14.29, 16.93, 14.71], [15.37, 17.61, 14.15], [12.80, 15.52, 16.63], [10.92, 16.97, 17.79], [11.28, 18.59, 17.02], [12.36, 17.84, 18.19], [11.76, 16.78, 15.27], [14.27, 17.79, 16.50], [13.22, 18.64, 15.35], [15.09, 18.55, 13.74], [15.81, 16.85, 13.51], [16.16, 17.81, 14.99], [12.98, 15.47, 17.61], [13.70, 15.28, 16.16], [12.14, 22.73, 21.28], [12.42, 21.97, 20.00], [13.40, 20.80, 20.10], [11.33, 21.35, 19.48], [13.07, 22.97, 21.80], [11.44, 22.22, 21.96], [11.66, 23.75, 21.00], [12.85, 22.61, 19.29], [13.20, 20.20, 19.23], [13.21, 20.19, 20.97], [14.48, 21.09, 20.17], [10.51, 21.87, 19.60], [8.90, 18.84, 13.57], [9.94, 19.95, 13.51], [10.10, 20.63, 14.90], [11.15, 19.47, 13.00], [9.11, 17.95, 14.11], [8.73, 18.44, 12.56], [7.87, 19.25, 13.84], [9.63, 20.75, 12.83], [11.07, 21.20, 14.84], [10.19, 19.85, 15.64], [9.31, 21.20, 15.23], [11.89, 20.07, 13.11], [13.38, 10.89, 17.07], [14.12, 11.84, 18.00], [14.83, 11.19, 19.18], [15.10, 12.48, 17.19], [13.10, 11.46, 16.16], [12.47, 10.56, 17.58], [13.89, 9.85, 16.86], [13.33, 12.57, 18.37], [15.73, 10.68, 18.81], [14.10, 10.54, 19.60], [15.17, 11.92, 19.99], [14.75, 12.88, 16.32], [21.43, 17.96, 17.78], [20.95, 17.37, 16.47], [22.11, 16.63, 15.85], [19.80, 16.55, 16.56], [20.84, 18.77, 18.09], [22.46, 18.37, 17.76], [21.40, 17.27, 18.61], [20.64, 18.24, 15.85], [22.74, 16.11, 16.58], [22.73, 17.22, 15.19], [21.72, 15.89, 15.22], [20.08, 15.79, 17.07]]
}

***

{
  "formula": "C28H64BaF8O24S7",
  "method": "ωB97M-V with the def2-TZVPD basis set",
  "lumo_ev": -1.1054,
  "homo_lumo_gap_ev": 6.24,
  "homo_energy_ha": -0.2699,
  "mol_weight_g_mol": 1298.6,
  "species": ["Ba", "O", "C", "C", "O", "H", "H", "H", "H", "O", "S", "O", "O", "C", "C", "C", "H", "H", "H", "H", "H", "H", "H", "H", "O", "S", "O", "O", "C", "C", "C", "H", "H", "H", "H", "H", "H", "H", "H", "O", "S", "O", "O", "C", "C", "C", "H", "H", "H", "H", "H", "H", "H", "H", "O", "S", "O", "O", "C", "C", "C", "H", "H", "H", "H", "H", "H", "H", "H", "O", "S", "O", "O", "C", "C", "C", "H", "H", "H", "H", "H", "H", "H", "H", "O", "S", "O", "O", "C", "C", "C", "H", "H", "H", "H", "H", "H", "H", "H", "O", "S", "O", "O", "C", "C", "C", "H", "H", "H", "H", "H", "H", "H", "H", "C", "C", "C", "F", "F", "F", "F", "O", "C", "C", "F", "F", "F", "F", "H", "H", "H", "H"],
  "xyz": [[-3.50, 1.34, 1.75], [-1.27, -0.27, 1.39], [-1.06, -0.35, -0.03], [-1.48, 0.78, -1.04], [-2.71, 1.40, -0.92], [-1.67, -1.22, -0.37], [-0.01, -0.53, -0.28], [-1.32, 0.31, -2.02], [-0.69, 1.55, -0.94], [-5.59, -2.00, -3.42], [-4.79, -3.19, -3.52], [-5.29, -4.47, -3.94], [-3.61, -2.82, -4.58], [-2.90, -1.59, -4.30], [-2.22, -1.17, -5.59], [-3.88, -3.37, -1.99], [-2.15, -1.75, -3.53], [-3.57, -0.79, -3.97], [-1.67, -0.24, -5.42], [-2.79, -1.05, -6.51], [-1.43, -1.88, -5.88], [-3.35, -2.44, -1.82], [-3.16, -4.17, -2.16], [-4.61, -3.61, -1.22], [0.61, 4.81, -4.46], [1.11, 3.47, -4.33], [0.56, 2.44, -5.18], [2.72, 3.53, -4.55], [3.40, 2.26, -4.68], [4.59, 2.31, -3.72], [1.06, 3.02, -2.59], [3.66, 2.14, -5.73], [2.79, 1.43, -4.32], [4.32, 2.15, -2.68], [5.20, 3.19, -3.88], [5.26, 1.46, -3.88], [0.07, 3.22, -2.19], [1.83, 3.66, -2.14], [1.39, 2.02, -2.34], [3.16, 1.61, -0.30], [3.06, 0.18, -0.36], [2.15, -0.42, -1.31], [4.50, -0.47, -0.67], [5.64, 0.10, -0.03], [6.78, 0.24, -1.01], [2.78, -0.44, 1.29], [5.95, -0.61, 0.75], [5.46, 1.09, 0.40], [7.67, 0.64, -0.54], [6.47, 0.92, -1.81], [7.01, -0.76, -1.38], [3.48, 0.13, 1.90], [3.06, -1.49, 1.28], [1.76, -0.17, 1.56], [-3.64, -0.75, 3.81], [-3.40, -2.18, 3.79], [-2.21, -2.72, 4.40], [-4.67, -2.94, 4.47], [-6.00, -2.63, 4.05], [-6.68, -1.70, 5.05], [-3.50, -2.80, 2.07], [-6.59, -3.54, 3.91], [-5.95, -2.17, 3.06], [-6.18, -0.74, 5.09], [-6.72, -2.19, 6.03], [-7.70, -1.48, 4.73], [-4.34, -2.30, 1.60], [-3.59, -3.88, 2.18], [-2.59, -2.48, 1.55], [-0.47, 5.10, 1.00], [-1.91, 5.09, 1.18], [-2.52, 3.97, 1.85], [-2.31, 6.49, 1.87], [-3.64, 6.62, 2.42], [-3.63, 7.91, 3.21], [-2.71, 5.28, -0.45], [-3.82, 5.72, 3.01], [-4.43, 6.65, 1.67], [-3.39, 8.78, 2.60], [-2.91, 7.89, 4.02], [-4.62, 8.08, 3.65], [-2.65, 4.27, -0.86], [-2.10, 5.99, -0.99], [-3.72, 5.68, -0.39], [-1.14, 1.98, 6.15], [-0.93, 1.70, 4.76], [-1.97, 1.86, 3.76], [0.38, 2.51, 4.30], [0.67, 2.54, 2.89], [2.03, 3.18, 2.67], [-0.29, -0.02, 4.62], [-0.06, 3.15, 2.36], [0.61, 1.53, 2.50], [2.12, 4.13, 3.19], [2.26, 3.28, 1.61], [2.77, 2.53, 3.14], [0.78, -0.03, 4.73], [-0.64, -0.32, 3.62], [-0.82, -0.53, 5.42], [5.40, -2.89, -4.91], [4.52, -2.08, -4.10], [4.84, -0.73, -3.73], [3.09, -2.07, -4.89], [2.09, -1.17, -4.36], [0.85, -1.95, -3.97], [4.12, -2.99, -2.58], [1.78, -0.49, -5.15], [2.47, -0.60, -3.51], [1.09, -2.66, -3.18], [0.45, -2.49, -4.82], [0.12, -1.23, -3.60], [3.90, -4.04, -2.73], [3.33, -2.47, -2.05], [5.03, -2.98, -1.98], [0.33, -3.66, 2.04], [0.42, -4.34, 0.68], [1.25, -3.54, -0.35], [2.55, -3.36, -0.02], [1.11, -4.16, -1.55], [0.91, -5.62, 0.76], [-0.86, -4.48, 0.22], [1.56, -3.19, 2.54], [1.92, -3.66, 3.78], [3.31, -3.09, 4.06], [3.76, -3.40, 5.31], [4.21, -3.51, 3.16], [1.07, -3.22, 4.72], [1.92, -5.01, 3.82], [-0.22, -4.24, 2.77], [-0.33, -2.80, 1.85], [0.81, -2.54, -0.44], [3.24, -2.00, 4.12]]
}

***

{
  "formula": "C4H6O4",
  "method": "ωB97M-V with the def2-TZVPD basis set",
  "lumo_ev": 0.3452,
  "homo_lumo_gap_ev": 10.41,
  "homo_energy_ha": -0.3699,
  "relative_energy_ev": 3.9707,
  "mol_weight_g_mol": 118.1,
  "smiles": "O=C(O)[C@]1(O)C[C@@H]1O",
  "species": ["C", "C", "C", "C", "H", "H", "H", "H", "H", "H", "O", "O", "O", "O"],
  "xyz": [[-1.30, 0.29, -0.36], [-1.17, 0.20, 1.14], [-0.02, 0.50, 0.25], [1.01, -0.48, 0.12], [-1.37, -1.56, -0.67], [-1.89, 1.05, -0.82], [-1.51, 1.03, 1.77], [-0.79, -0.57, 1.79], [-0.24, 2.22, -0.69], [2.18, 0.97, -0.67], [-1.91, -0.89, -0.90], [0.29, 1.81, 0.00], [2.31, -0.02, -0.52], [0.86, -1.68, 0.48]]
}